ORCA calculation (ωB97M-V with the def2-TZVPD basis set) on a cluster of 2 separate species, C4H9NO2 in total.

Geometry as XYZ:
```
16
Properties=species:S:1:pos:R:3:forces:R:3
H 0.36084 2.70612 1.74067 -0.08 -0.13 -0.01
C 0.37229 0.65632 1.05607 -0.17 -0.21 0.17
O 0.12707 -0.51080 1.27393 0.16 0.46 -0.06
H -1.49398 -1.49548 -2.86267 0.04 0.03 0.08
H 1.06385 -0.45916 -1.28111 0.16 0.09 0.11
H -0.40021 1.51240 2.84450 0.01 0.04 -0.15
C 1.82546 0.03423 -0.66940 0.11 -0.16 -0.15
N -1.02338 -1.28691 -1.97928 -0.32 -0.22 0.11
H -1.23484 2.01993 1.36934 0.14 -0.05 0.02
O 1.22325 1.07387 0.11599 -0.07 0.00 0.10
H -2.55644 -2.41173 -1.10259 0.12 0.09 -0.07
H 2.56622 0.53594 -1.29298 -0.11 -0.08 0.08
C -1.64072 -1.81513 -1.00379 0.12 0.09 -0.06
H -1.24362 -1.66907 0.00225 -0.06 -0.05 -0.15
C -0.25263 1.80601 1.80353 0.00 0.03 0.07
H 2.30683 -0.69655 -0.01445 -0.05 0.10 -0.10
```
Forces are in eV/Å.

Values from the calculation:
Molar mass, g/mol: 103.12
E, eV: -9878.3929
Frontier orbital gap, eV: 11.162
Structure (SMILES): COC(C)=O.C=N
HOMO energy, eV: -10.102
ΔE to the lowest compared entry with this formula, charge and spin, eV: 1.668

ORCA calculation (ωB97M-V with the def2-TZVPD basis set) on an isolated molecule of C4H9NO2.

Geometry as XYZ:
```
16
Properties=species:S:1:pos:R:3:forces:R:3
N -1.96182 -0.70658 0.24702 0.15 0.37 0.27
H -1.17701 -2.44525 -0.55720 0.01 0.15 -0.01
H -0.39654 -0.98978 -1.24185 -0.19 -0.06 0.18
O -0.40010 1.07676 0.63284 -0.09 -0.05 -0.13
H 1.25461 1.05017 1.87055 -0.13 -0.14 -0.11
C 1.82087 0.67649 -0.18634 0.21 0.04 0.18
O 1.14245 0.55467 -1.41190 -0.05 0.16 -0.09
H -2.14741 0.75578 1.62886 -0.02 -0.05 -0.03
C -1.33542 -1.40495 -0.86098 0.08 -0.03 -0.08
C 0.85976 0.50988 0.99997 0.14 -0.18 -0.01
H 0.71609 -0.53967 1.27314 0.05 0.05 -0.13
H 2.58297 -0.10843 -0.15223 -0.05 0.15 0.04
H -2.06593 -1.44028 -1.67736 0.11 0.03 0.13
H 2.32968 1.65039 -0.12243 -0.11 -0.13 0.00
H 0.31537 1.04693 -1.28383 0.16 -0.09 -0.17
C -1.53756 0.31386 0.84173 -0.29 -0.22 -0.04
```
Forces are in eV/Å.

Values from the calculation:
Molar mass, g/mol: 103.12
E, eV: -9877.5284
Frontier orbital gap, eV: 10.602
Structure (SMILES): C/N=C\OCCO
HOMO energy, eV: -9.685
ΔE to the lowest compared entry with this formula, charge and spin, eV: 2.532

ORCA calculation (ωB97M-V with the def2-TZVPD basis set) on a cluster of 3 separate species, C4H9NO2 in total in a non-equilibrium geometry.

Geometry as XYZ:
```
16
Properties=species:S:1:pos:R:3:forces:R:3
H 2.97013 0.75008 0.92488 0.02 -0.08 0.21
C -0.15343 -0.48161 -0.09686 -5.78 2.17 -0.31
N -0.19804 -0.11970 -1.39390 1.55 -1.93 1.81
H -0.62750 1.35776 -2.68960 0.32 0.30 0.14
C 1.33741 -0.66931 0.67434 5.76 -0.51 1.56
H -5.37427 -1.55030 0.85767 3.37 -1.06 2.53
H 1.46243 1.48083 0.29725 0.17 0.38 0.02
H 2.46309 0.44420 -0.75288 0.00 0.08 -0.37
O 1.12898 -0.84843 1.89739 -0.61 0.18 -1.00
C -0.41977 1.22415 -1.61069 -1.44 1.36 -0.97
H -0.73882 -1.29392 0.31782 1.04 -1.67 -1.11
C 2.12457 0.62485 0.26019 -1.23 -0.34 0.19
H 1.89044 -1.51380 0.13393 -1.48 0.08 0.17
H -4.62295 -1.78765 1.42300 -3.36 1.06 -2.53
O -0.60761 2.13275 -0.82648 0.67 -0.73 -0.05
H -0.63465 0.25010 0.58393 1.00 0.70 -0.30
```
Forces are in eV/Å.

Values from the calculation:
Molar mass, g/mol: 103.12
E, eV: -9872.2901
Frontier orbital gap, eV: 6.756
HOMO energy, eV: -10.211
ΔE to the lowest compared entry with this formula, charge and spin, eV: 7.771